No. 1
Entry from the Open Molecules 2025 dataset: C14H42ClNiO11 as an isolated structure in a non-equilibrium geometry (the ωB97M-V functional and the def2-TZVPD basis).

ORCA input file:
```
! RIJCOSX wB97M-V def2-TZVPD def2/J DEFGRID3
* xyz 1 3
Ni -8.827 14.975 -27.911
Cl -8.833 15.707 -31.420
O -8.905 15.811 -29.972
O -7.454 15.951 -31.721
O -9.225 14.370 -31.793
O -9.580 16.671 -32.172
C -6.301 17.954 -28.691
C -6.034 16.823 -27.752
O -6.877 15.689 -28.056
H -5.856 18.846 -28.249
H -7.349 18.095 -28.951
H -5.831 17.787 -29.664
H -6.133 17.128 -26.712
H -4.989 16.538 -27.894
H -6.454 15.249 -28.809
C -8.726 18.611 -25.539
C -9.840 17.847 -26.204
O -9.382 17.181 -27.406
H -9.111 19.054 -24.621
H -8.427 19.463 -26.158
H -7.798 18.048 -25.462
H -10.675 18.507 -26.449
H -10.301 17.136 -25.515
H -9.473 17.869 -28.095
C -9.075 19.852 -31.414
C -10.188 19.595 -30.389
O -9.615 19.452 -29.092
H -8.459 18.953 -31.488
H -8.418 20.671 -31.109
H -9.424 20.085 -32.420
H -10.859 18.863 -30.838
H -10.811 20.494 -30.305
H -9.128 20.271 -28.960
C -11.555 18.687 -34.358
C -11.884 19.923 -35.161
O -12.232 21.020 -34.330
H -12.377 18.521 -33.660
H -10.709 18.890 -33.692
H -11.240 17.830 -34.948
H -12.742 19.632 -35.778
H -11.053 20.225 -35.805
H -12.411 21.763 -34.912
C -2.810 16.042 -34.284
C -4.238 15.728 -33.871
O -4.329 15.922 -32.469
H -2.118 15.311 -33.858
H -2.468 17.020 -33.942
H -2.632 16.024 -35.360
H -4.570 14.767 -34.271
H -4.916 16.437 -34.355
H -5.210 15.765 -32.120
C -9.371 14.951 -36.100
C -8.094 14.302 -35.617
O -7.239 15.308 -35.070
H -9.834 15.420 -35.222
H -10.095 14.286 -36.566
H -9.163 15.828 -36.715
H -7.534 13.844 -36.435
H -8.191 13.554 -34.824
H -7.811 15.867 -34.540
C -12.504 16.231 -28.698
C -11.741 14.951 -29.056
O -10.822 14.665 -27.949
H -13.263 16.457 -29.444
H -11.804 17.035 -28.486
H -13.067 16.027 -27.781
H -11.286 15.049 -30.036
H -12.448 14.124 -29.121
H -11.431 14.468 -27.227
*
```

HOMO energy (spin up / spin down) = -11.25 / -11.25 eV

These are the natural (NBO) partial charges, in e, on atoms 1 to 5:
1 Ni 1.686
2 Cl 2.555
3 O -0.996
4 O -0.864
5 O -0.820

No. 2
Entry from the Open Molecules 2025 dataset: C14H42MnNO10 as an isolated structure in a non-equilibrium geometry (the ωB97M-V functional and the def2-TZVPD basis).

ORCA input file:
```
! RIJCOSX wB97M-V def2-TZVPD def2/J DEFGRID3
* xyz 1 6
Mn 1.156 2.152 0.559
N -0.052 -0.890 -0.143
O 0.501 0.059 0.494
O 0.106 -2.053 0.260
O -0.662 -0.623 -1.183
C 1.536 1.952 4.733
C 2.588 2.192 3.685
O 2.154 1.651 2.387
H 0.560 2.405 4.560
H 1.870 2.308 5.710
H 1.355 0.878 4.826
H 3.544 1.721 3.915
H 2.829 3.256 3.639
H 2.420 0.723 2.480
C -0.852 -1.134 5.081
C -0.007 -1.841 3.988
O -0.903 -2.504 3.100
H -1.144 -0.160 4.691
H -0.256 -0.995 5.989
H -1.708 -1.733 5.382
H 0.700 -2.508 4.485
H 0.451 -1.036 3.402
H -0.572 -2.338 2.211
C -0.707 4.047 -2.601
C 0.259 2.906 -2.425
O -0.022 2.117 -1.209
H -0.953 4.630 -1.716
H -1.638 3.708 -3.066
H -0.338 4.740 -3.362
H 1.283 3.293 -2.404
H 0.289 2.173 -3.233
H -0.863 1.716 -1.485
C 4.066 -0.802 -0.941
C 3.308 0.409 -1.475
O 2.988 1.305 -0.391
H 4.969 -0.536 -0.391
H 4.332 -1.439 -1.788
H 3.426 -1.405 -0.292
H 2.405 0.114 -2.000
H 4.012 0.879 -2.170
H 3.816 1.657 -0.040
C -1.106 -1.279 -5.635
C -2.099 -0.763 -4.595
O -1.507 0.333 -3.867
H -1.400 -2.281 -5.968
H -0.107 -1.405 -5.215
H -1.075 -0.642 -6.515
H -2.485 -1.509 -3.899
H -2.955 -0.334 -5.118
H -0.974 -0.071 -3.174
C -2.105 -5.914 -1.636
C -0.973 -4.909 -1.553
O -0.536 -4.745 -0.206
H -2.776 -5.801 -0.785
H -1.795 -6.951 -1.755
H -2.731 -5.684 -2.505
H -1.391 -4.003 -2.012
H -0.051 -5.154 -2.089
H -0.404 -3.807 0.000
C -2.846 3.083 0.947
C -2.012 2.092 1.726
O -0.625 2.514 1.817
H -2.746 4.087 1.368
H -3.911 2.858 1.041
H -2.619 3.084 -0.117
H -1.999 1.113 1.243
H -2.393 1.903 2.732
H -0.625 3.190 2.509
*
```

HOMO energy (spin up / spin down) = -11.05 / -11.05 eV

These are the natural (NBO) partial charges, in e, on atoms 1 to 5:
1 Mn 1.701
2 N 0.744
3 O -0.675
4 O -0.474
5 O -0.500

No. 3
Entry from the Open Molecules 2025 dataset: a 7-piece molecular cluster, C14H42O7 overall in a non-equilibrium geometry (the ωB97M-V functional and the def2-TZVPD basis).

ORCA input file:
```
! RIJCOSX wB97M-V def2-TZVPD def2/J DEFGRID3
* xyz 0 1
C -4.953 -0.371 -0.728
C -5.251 0.961 -1.380
C -4.344 2.079 -0.844
O -5.044 0.785 -2.747
H -4.478 -0.178 0.233
H -4.236 -1.027 -1.221
H -5.899 -0.856 -0.489
H -6.296 1.189 -1.169
H -4.383 2.196 0.239
H -4.635 3.051 -1.244
H -3.288 1.952 -1.080
H -5.109 1.670 -3.115
C 0.668 4.680 2.702
C -0.749 4.634 3.201
O -0.775 5.148 4.467
H 1.367 4.188 3.379
H 1.164 5.639 2.553
H 0.811 3.969 1.888
H -1.137 3.626 3.056
H -1.421 5.200 2.555
H -0.282 4.656 5.128
C -1.198 -2.568 4.837
C -0.569 -1.513 5.671
O 0.749 -1.347 5.153
H -1.206 -2.357 3.768
H -2.194 -2.827 5.196
H -0.643 -3.473 5.089
H -0.599 -1.835 6.712
H -1.076 -0.547 5.668
H 1.118 -0.625 5.667
C 7.558 -1.136 -1.473
C 6.397 -2.141 -1.468
O 6.183 -2.386 -0.061
H 7.624 -0.267 -0.819
H 7.519 -0.675 -2.460
H 8.521 -1.616 -1.299
H 6.753 -3.025 -1.997
H 5.578 -1.816 -2.109
H 5.241 -2.492 0.091
C -3.886 -4.212 -6.059
C -4.225 -2.747 -5.764
O -3.343 -2.411 -4.749
H -2.827 -4.391 -6.245
H -4.353 -4.512 -6.997
H -4.272 -4.759 -5.199
H -5.236 -2.707 -5.358
H -3.974 -2.043 -6.557
H -3.741 -1.627 -4.364
C 0.528 -1.636 -0.228
C 1.545 -0.834 0.573
O 2.228 -1.607 1.509
H -0.066 -1.124 -0.985
H -0.192 -2.144 0.414
H 1.052 -2.465 -0.704
H 1.022 -0.024 1.080
H 2.294 -0.391 -0.084
H 1.819 -1.386 2.349
C 4.779 3.338 -1.023
O 4.485 2.936 0.246
H 5.850 3.386 -1.221
H 4.242 2.688 -1.714
H 4.400 4.350 -1.164
H 4.382 3.778 0.694
*
```

HOMO energy = -9.90 eV

These are the natural (NBO) partial charges, in e, on atoms 1 to 5:
1 C -0.628
2 C 0.092
3 C -0.640
4 O -0.712
5 H 0.205

No. 4
Entry from the Open Molecules 2025 dataset: a 7-piece molecular cluster, C14H42O7S7 overall in a non-equilibrium geometry (the ωB97M-V functional and the def2-TZVPD basis).

ORCA input file:
```
! RIJCOSX wB97M-V def2-TZVPD def2/J DEFGRID3
* xyz 0 1
C 2.355 -2.082 -4.366
S 2.373 -3.313 -3.120
O 3.231 -4.419 -3.759
C 3.531 -2.546 -1.878
H 3.284 -1.680 -4.652
H 1.453 -1.434 -3.982
H 1.992 -2.498 -5.345
H 3.076 -1.436 -1.537
H 4.527 -2.454 -2.253
H 3.569 -3.272 -1.054
C 0.001 -0.542 6.571
S -1.682 -0.754 5.947
O -2.351 0.588 5.797
C -1.360 -1.328 4.250
H 0.547 0.368 6.070
H 0.846 -1.341 6.174
H 0.063 -0.404 7.582
H -0.453 -0.976 3.863
H -2.151 -1.052 3.613
H -1.169 -2.313 4.374
C -2.060 2.254 -4.071
S -0.325 2.265 -3.812
O 0.102 1.204 -2.775
C 0.185 1.515 -5.318
H -2.487 2.414 -3.181
H -2.338 1.459 -4.555
H -2.505 2.791 -5.002
H -0.061 0.430 -5.257
H 1.160 1.683 -5.529
H -0.381 2.046 -6.116
C 3.522 1.882 -3.793
S 2.934 1.375 -2.137
O 4.267 0.683 -1.735
C 2.773 2.966 -1.381
H 2.870 2.592 -4.040
H 3.882 1.170 -4.461
H 4.386 2.462 -3.735
H 3.528 3.164 -0.557
H 1.812 3.180 -1.309
H 3.169 3.588 -2.057
C 0.321 -0.302 0.054
S -1.222 -0.776 -0.639
O -1.697 -2.018 0.180
C -2.124 0.609 0.153
H 0.420 0.781 -0.324
H 1.068 -1.078 -0.256
H 0.335 -0.217 1.179
H -1.729 1.545 -0.109
H -2.137 0.661 1.132
H -3.246 0.548 -0.040
C -2.982 4.386 5.038
S -3.731 2.812 4.447
O -5.198 2.953 4.846
C -3.736 3.080 2.695
H -3.565 5.129 4.813
H -2.070 4.455 4.360
H -2.796 4.438 6.138
H -4.370 2.202 2.342
H -2.775 2.928 2.195
H -4.008 4.014 2.534
C 0.859 -3.583 1.004
S -0.052 -4.399 -0.325
O 0.847 -5.444 -1.077
C -1.287 -5.148 0.851
H 0.407 -2.776 1.420
H 1.896 -3.194 0.631
H 1.141 -4.265 1.942
H -1.767 -4.169 1.265
H -0.964 -5.553 1.747
H -1.928 -5.844 0.342
*
```

HOMO energy = -8.21 eV

These are the natural (NBO) partial charges, in e, on atoms 1 to 5:
1 C -0.863
2 S 1.236
3 O -0.985
4 C -0.804
5 H 0.234

Computed values of total energy (unit: eV) for the preceding records, in sequence: -91269.851, -68474.512, -29527.659, -105364.295.